i | The following is a quantum chemistry calculation of a single C4H9NOS molecule, from the OMol25 dataset.

Its HOMO energy is -0.3266 Eh. The LUMO energy is 0.0291 Ha. The HOMO-LUMO gap is 9.7 eV.

Atoms and positions in Å:
C -0.360 -1.264 -0.371
C -1.425 -0.884 0.671
C 1.594 0.084 -0.045
C 2.191 1.319 -0.049
N 0.437 -0.038 -0.479
O -3.459 0.165 -0.911
S -2.635 0.503 0.310
H 0.237 -2.179 -0.235
H -0.840 -1.485 -1.335
H -2.210 -1.567 0.645
H -1.116 -0.603 1.695
H 2.085 -0.697 0.500
H 2.776 1.507 0.876
H 1.582 2.200 -0.231
H 2.954 1.371 -0.787
H -1.814 1.567 -0.252

***

ii | The following is a quantum chemistry calculation of C4H9NOS as an isolated structure, from the OMol25 dataset.

Its HOMO energy (alpha / beta) is -0.3010 / -0.3067 Eh. The LUMO energy (alpha / beta) is -0.0034 / -0.0039 Ha. The HOMO-LUMO gap (alpha / beta) is 8.1 / 8.2 eV.

Atoms and positions in Å:
C -0.783 0.668 0.363
C -2.115 1.331 0.575
C 0.217 0.872 1.459
C 1.357 -2.093 -1.938
N -0.572 -0.068 -0.610
O 2.407 0.029 -0.699
S 1.485 -1.055 -0.388
H -2.854 1.088 -0.047
H -2.507 1.097 1.663
H -2.003 2.400 0.519
H 0.620 -0.118 1.845
H 1.181 1.475 1.216
H -0.235 1.417 2.373
H 1.479 -3.176 -1.434
H 2.022 -1.933 -2.745
H 0.300 -1.934 -2.150

***

The structure with the greatest stability is i.

***

i | The following is a quantum chemistry calculation of a single C4H9NOS molecule, from the OMol25 dataset.

Its HOMO energy is -0.3269 Eh. The LUMO energy is 0.0161 Ha. The HOMO-LUMO gap is 9.3 eV.

Atoms and positions in Å:
C 1.074 -0.828 0.940
C 0.825 -0.660 -1.527
C -1.037 1.512 0.790
C 0.685 0.134 -0.215
N -0.808 0.695 -0.398
O 0.488 -1.855 1.229
S -1.878 -0.624 -0.460
H 2.039 -0.490 1.469
H 1.704 -0.246 -2.109
H 0.927 -1.712 -1.391
H -0.057 -0.681 -2.145
H -0.522 2.453 0.713
H -2.140 1.445 0.893
H -0.684 1.053 1.647
H 1.223 0.971 -0.269
H -1.838 -1.168 0.833

***

ii | The following is a quantum chemistry calculation of a single C4H9NOS molecule, from the OMol25 dataset.

Its HOMO energy is -0.3331 Eh. The LUMO energy is 0.0286 Ha. The HOMO-LUMO gap is 9.8 eV.

Atoms and positions in Å:
C -2.511 -1.225 0.623
N -1.551 -0.123 0.726
C -0.430 -0.275 -0.168
C 0.819 -0.761 0.551
S 2.489 -0.129 -0.108
C -0.250 1.050 -0.902
O -1.038 1.962 -0.836
H -2.942 -1.249 -0.394
H -3.375 -0.999 1.253
H -2.123 -2.220 0.834
H -2.015 0.751 0.525
H -0.654 -0.993 -0.987
H 0.927 -1.843 0.508
H 0.781 -0.350 1.555
H 2.800 0.117 1.156
H 0.651 1.227 -1.502

***

iii | The following is a quantum chemistry calculation of a single C4H9NOS molecule, from the OMol25 dataset.

Its HOMO energy is -0.3241 Eh. The LUMO energy is 0.0271 Ha. The HOMO-LUMO gap is 9.6 eV.

Atoms and positions in Å:
C 0.564 1.056 -0.311
C -1.196 1.379 -0.565
C 1.645 0.128 -0.221
C 1.511 -1.407 -0.214
N -1.633 -0.318 1.615
O -1.940 -1.165 -0.852
S -2.181 -0.058 -0.003
H 1.099 1.950 -0.456
H -0.699 -0.713 1.785
H -1.407 2.292 -0.201
H -1.319 1.512 -1.712
H 2.694 0.351 -0.410
H 0.569 -1.923 0.245
H 2.323 -1.731 0.297
H 1.649 -1.823 -1.219
H -1.681 0.471 2.221

***

The structure with the greatest stability is ii.

***

i | The following is a quantum chemistry calculation of a 2-piece molecular cluster, C4H9NOS overall, from the OMol25 dataset.

Its HOMO energy (alpha / beta) is -0.3207 / -0.3207 Eh. The LUMO energy (alpha / beta) is 0.0132 / 0.0131 Ha. The HOMO-LUMO gap (alpha / beta) is 9.1 / 9.1 eV.

Atoms and positions in Å:
C -2.419 0.521 -0.571
C -1.545 1.728 -0.813
C -1.010 0.366 -0.914
C 2.240 -1.706 1.394
N 0.357 -0.067 0.672
O 2.486 -0.358 -0.890
S 1.437 -1.134 -0.229
H -2.850 0.365 0.320
H -3.114 0.326 -1.356
H -1.691 2.422 -1.673
H -1.303 2.331 0.070
H -0.306 -0.158 -1.577
H 2.903 -2.575 1.276
H 1.386 -2.142 1.858
H 2.626 -0.847 1.841
H 0.802 0.928 0.591

***

ii | The following is a quantum chemistry calculation of a 2-piece molecular cluster, C4H9NOS overall, from the OMol25 dataset.

Its HOMO energy (alpha / beta) is -0.3097 / -0.3369 Eh. The LUMO energy (alpha / beta) is -0.0618 / 0.0029 Ha. The HOMO-LUMO gap (alpha / beta) is 6.7 / 9.2 eV.

Atoms and positions in Å:
C -0.721 -2.215 0.518
C -1.068 -1.766 -0.858
C 0.217 -1.541 -0.351
C 0.897 2.158 -0.872
N -0.328 1.181 1.161
O 2.148 2.059 1.418
S 0.814 2.337 0.999
H -1.172 -1.685 1.396
H -0.441 -3.249 0.758
H -1.382 -2.548 -1.562
H -1.854 -1.118 -0.923
H 0.894 -0.676 -0.239
H 1.607 2.856 -1.208
H -0.103 2.500 -1.250
H 0.865 1.082 -0.991
H -0.375 0.625 2.001

***

The structure with the greatest stability is i.